[1]
The following is a quantum chemistry calculation of an isolated molecule of C4H10N at a distorted geometry, from OMol25.

Structure (ORCA input):
```
! wB97M-V def2-TZVPD RIJCOSX def2/J DEFGRID3
* xyz 0 2
H -0.970 2.164 -0.626
H 1.830 -0.475 0.520
C -1.076 1.103 -0.494
H -1.440 0.128 2.045
H 0.317 1.161 1.043
H -1.801 0.496 -1.023
H -0.437 -1.141 1.955
C -0.134 0.407 0.403
C 1.413 -0.187 -1.572
H 2.157 -0.830 -2.027
H 0.749 -1.543 -0.055
C 0.988 -0.461 -0.217
N -0.973 -0.477 1.368
H -1.681 -0.973 0.857
H 1.059 0.626 -2.175
*
```

The orbital gap (spin up / spin down) comes out at 5.763 / 5.743 eV. For the energy above the lowest of the compared OMol25 structures with the same formula, charge and spin, the calculation gives 3.319 eV. The HOMO energy (spin up / spin down) comes out at -0.1988 / -0.1984 Eh.


[2]
The following is a quantum chemistry calculation of a cluster of 2 separate species, C4H12OS2 in total at a distorted geometry, from OMol25.

Structure (ORCA input):
```
! wB97M-V def2-TZVPD RIJCOSX def2/J DEFGRID3
* xyz 0 1
O 2.374 1.975 -2.544
S -0.975 0.787 -0.383
C -1.460 -1.763 1.731
H 1.462 -1.854 -0.143
H -0.104 2.494 -1.773
H -1.684 2.993 -1.002
H 1.225 -1.452 1.602
H -1.016 -1.901 -0.420
H 3.192 2.481 -2.430
H -0.301 -3.158 0.527
C 0.833 -1.388 0.589
H 1.892 2.127 -1.714
H -1.736 -0.718 1.822
H -0.175 2.989 -0.080
H -0.929 -2.001 2.648
C -0.722 2.505 -0.874
H -2.305 -2.429 1.759
C -0.547 -2.082 0.559
S 0.976 0.396 0.128
*
```

The orbital gap comes out at 8.303 eV. For the energy above the lowest of the compared OMol25 structures with the same formula, charge and spin, the calculation gives 0.677 eV. The SMILES is CCCSSC.O. The HOMO energy comes out at -0.2821 Eh.


[3]
The following is a quantum chemistry calculation of an isolated molecule of C6H7NO3S at a distorted geometry, from OMol25.

Structure (ORCA input):
```
! wB97M-V def2-TZVPD RIJCOSX def2/J DEFGRID3
* xyz 0 1
S -1.032 0.619 1.102
C 2.244 0.141 -0.626
C 0.130 -0.787 0.798
C 0.812 -0.138 -0.615
H 2.783 -0.875 -0.892
H -1.530 2.218 -0.655
O -2.022 -0.246 -2.482
H -2.773 0.770 -0.376
O -0.199 1.704 1.583
C 0.460 -1.867 1.482
H 2.554 0.822 -1.411
O -2.071 0.174 2.017
H 2.652 0.686 0.251
C -1.392 0.161 -1.563
H -0.103 -2.346 2.364
C -1.824 1.119 -0.504
H 1.307 -2.305 1.073
N 0.002 0.150 -1.546
*
```

The orbital gap comes out at 10.128 eV. For the energy above the lowest of the compared OMol25 structures with the same formula, charge and spin, the calculation gives 2.315 eV. The SMILES is C=C1C(C)=NC(=O)CS1(=O)=O. The HOMO energy comes out at -0.3743 Eh.


[4]
The following is a quantum chemistry calculation of the ion C4H10N2O2 with charge +1 at a distorted geometry, from OMol25.

Structure (ORCA input):
```
! wB97M-V def2-TZVPD RIJCOSX def2/J DEFGRID3
* xyz 1 2
H -0.312 -0.963 0.142
H 1.389 -0.879 -1.738
C -1.100 0.157 1.689
C -0.597 0.966 -0.668
C 0.342 0.198 2.381
O 1.422 0.047 -1.475
H 0.368 -0.418 3.276
O -0.497 -0.652 -2.451
N 1.151 -0.947 2.080
H -1.656 -0.711 2.124
H 0.204 1.274 -2.674
H 0.855 1.151 2.286
H -0.122 1.866 -0.218
H -1.697 1.077 1.808
C 0.155 0.419 -1.932
H 0.509 -1.762 2.165
H -1.562 1.257 -1.081
N -0.892 -0.123 0.276
*
```

The orbital gap (spin up / spin down) comes out at 9.776 / 5.887 eV. For the energy above the lowest of the compared OMol25 structures with the same formula, charge and spin, the calculation gives 7.119 eV. The HOMO energy (spin up / spin down) comes out at -0.5561 / -0.5191 Eh.


[5]
The following is a quantum chemistry calculation of an isolated molecule of C3H3NO2 at a distorted geometry, from OMol25.

Structure (ORCA input):
```
! wB97M-V def2-TZVPD RIJCOSX def2/J DEFGRID3
* xyz 0 1
H 0.727 -1.638 1.458
C -0.744 0.010 -0.958
C 0.461 -0.638 1.110
O -0.224 -0.886 -0.124
O -1.707 -0.237 -1.629
H 1.372 -0.039 1.008
N 0.392 2.313 -1.526
C -0.057 1.305 -1.179
H -0.221 -0.190 1.839
*
```

The orbital gap comes out at 11.579 eV. For the energy above the lowest of the compared OMol25 structures with the same formula, charge and spin, the calculation gives 1.757 eV. The SMILES is COC(=O)C#N. The HOMO energy comes out at -0.4277 Eh.


[6]
The following is a quantum chemistry calculation of a cluster of 2 separate species, C4H11NO3 in total at a distorted geometry, from OMol25.

Structure (ORCA input):
```
! wB97M-V def2-TZVPD RIJCOSX def2/J DEFGRID3
* xyz 0 1
H -0.463 -0.412 2.689
C 1.778 -0.163 0.956
H 2.282 -0.599 -1.025
H 0.701 0.531 -1.164
O -1.997 -0.557 1.261
H -2.179 0.151 -1.529
H -2.218 -0.163 0.378
O 2.426 0.671 -1.414
H 3.802 -0.150 -0.005
H 1.940 0.417 1.858
H -2.935 -1.101 -1.803
O -3.093 -0.151 -1.723
H 0.190 -1.390 0.267
C -0.759 -0.055 1.677
H -0.276 1.509 -0.413
N -0.251 0.499 -0.622
C 2.706 0.038 -0.148
H -0.691 1.064 1.821
C 0.333 -0.323 0.578
*
```

The orbital gap comes out at 7.417 eV. For the energy above the lowest of the compared OMol25 structures with the same formula, charge and spin, the calculation gives 7.382 eV. The HOMO energy comes out at -0.3442 Eh.


[7]
The following is a quantum chemistry calculation of a structure of composition C22H11F8N6Sn, from OMol25.

Structure (ORCA input):
```
! wB97M-V def2-TZVPD RIJCOSX def2/J DEFGRID3
* xyz 3 1
N 0.014 -0.459 -0.824
C -1.933 -2.712 3.799
Sn -0.746 -2.437 -1.098
N -1.679 -2.156 1.405
H -3.674 -1.638 1.828
F -2.058 -3.427 5.999
C 4.220 3.935 -2.078
F 0.375 -3.858 1.150
H -4.082 -0.248 0.002
C 0.475 0.603 -0.688
H -2.500 -0.372 2.084
F 3.261 5.938 -1.242
N -1.105 2.961 0.950
H -2.791 -1.438 -3.222
H -2.420 0.304 -0.121
C -3.040 -0.579 0.030
H -0.134 -5.051 5.431
C 0.756 1.949 -0.526
C 6.392 3.890 -3.245
C -0.291 2.546 0.252
H -4.003 -0.399 -2.463
H -4.812 -2.244 -1.038
H -3.683 -3.250 -1.957
F -2.881 -1.852 3.994
C -1.506 -3.514 4.820
C 2.921 1.903 -1.706
F 1.130 4.721 -0.292
C -0.214 -3.774 2.318
C -0.463 -4.424 4.603
C -2.980 -0.770 -2.381
N 7.272 3.352 -3.752
F 4.931 1.776 -2.800
H -3.635 -3.265 -0.184
C 1.893 2.612 -1.031
F 1.163 -5.407 3.222
C 5.329 4.574 -2.580
C 5.534 5.982 -2.491
C 4.028 2.506 -2.201
F 2.775 0.580 -1.840
C -3.794 -2.638 -1.062
N -2.815 -1.515 -1.096
N 5.747 7.112 -2.474
C 2.064 4.014 -0.900
C 3.163 4.647 -1.393
C -1.326 -2.810 2.448
C -2.774 -1.187 1.404
C 0.186 -4.551 3.357
H -2.290 0.073 -2.410
*
```

The orbital gap comes out at 3.537 eV. For the energy above the lowest of the compared OMol25 structures with the same formula, charge and spin, the calculation gives 0.446 eV. The HOMO energy comes out at -0.6197 Eh.


[8]
The following is a quantum chemistry calculation of a structure of composition C44H36IrNP2Si, from OMol25.

Structure (ORCA input):
```
! wB97M-V def2-TZVPD RIJCOSX def2/J DEFGRID3
* xyz 3 2
C 3.177 0.930 -3.865
H -1.407 -3.562 1.855
C -1.550 -3.440 0.781
H -1.202 -0.012 -4.319
C 2.006 -2.740 -1.237
H -4.550 -1.767 -1.108
C -1.932 -0.400 -3.617
C 0.769 1.734 -2.707
C 6.501 -1.422 3.885
P -1.459 1.363 0.856
H -1.168 5.871 -1.137
C 1.223 2.444 4.382
C 4.123 -1.686 3.705
C -3.801 -1.402 -1.802
C 6.532 -0.648 2.728
H 1.122 2.733 1.011
H -3.143 1.337 -1.390
H 5.371 0.217 1.144
C -4.217 -1.315 2.077
H -5.234 -1.111 -3.374
C 1.743 -5.046 -1.857
H 7.423 -1.625 4.414
P 0.148 -0.778 -1.797
H -5.839 1.509 3.035
H -0.669 -3.802 0.248
H -1.734 0.939 3.716
C -4.196 -1.020 -3.084
H -0.004 -5.529 -3.008
C -3.964 1.468 1.999
Si -1.936 -1.683 0.354
H 2.593 -1.949 -0.789
C 5.304 -1.939 4.372
H 3.372 2.976 -4.470
C -3.107 -0.749 1.456
H 1.238 3.684 -3.449
H -4.341 -2.391 2.108
C -2.986 0.645 1.447
Ir 0.096 -0.308 0.443
C -2.470 -1.297 -1.411
H -0.873 -3.228 -3.003
H 3.183 -2.080 4.070
H 7.471 -0.254 2.364
C 2.397 -0.005 -3.204
H -3.582 -0.218 -4.976
H -0.268 1.501 5.610
C -3.001 3.265 -2.307
C 1.190 0.399 -2.624
H -0.178 2.040 -2.282
H -2.389 -4.077 0.484
C -0.796 1.448 3.539
C -1.789 2.649 -0.322
C 0.806 2.477 2.016
C 0.029 1.767 4.605
C -1.242 3.931 -0.242
C 4.159 -0.905 2.539
C -2.441 4.537 -2.239
C 5.364 -0.383 2.044
H 2.543 3.320 2.930
H 2.710 -1.040 -3.167
H -3.862 2.548 1.977
C 0.548 -4.748 -2.502
C 1.561 2.654 -3.368
C -5.188 -0.499 2.652
C 2.762 2.253 -3.944
C -1.574 4.870 -1.205
C -2.684 2.318 -1.349
H -3.698 3.018 -3.096
H 2.114 -6.062 -1.854
H -6.047 -0.949 3.132
C -3.268 -0.516 -3.984
C 2.957 -0.643 1.848
H 5.298 -2.538 5.271
C 0.062 -3.451 -2.504
H 3.411 -4.277 -0.744
H 1.855 2.706 5.221
H -0.592 4.217 0.574
C 2.472 -4.043 -1.228
C -5.071 0.883 2.599
C -1.549 -0.795 -2.342
H 4.102 0.622 -4.332
H -2.701 5.278 -2.983
C 1.613 2.792 3.091
N 1.987 -0.397 1.271
C -0.421 1.823 2.240
C 0.791 -2.442 -1.872
*
```

The orbital gap (spin up / spin down) comes out at 6.936 / 5.816 eV. The HOMO energy (spin up / spin down) comes out at -0.6175 / -0.6146 Eh.